Entry 1:
Below is a structure of composition C30H32N4O6ReSi, with properties calculated with ωB97M-V with the def2-TZVPD basis set.

Its LUMO energy (spin up / spin down) is -7.3 / -6.9 eV.

```
! wB97M-V def2-TZVPD RIJCOSX def2/J DEFGRID3
* xyz 2 2
Re -0.323 0.054 -0.322
O -2.446 -0.266 -0.656
C -3.133 -0.536 -1.686
C -2.661 -0.590 -3.002
C -3.550 -0.922 -4.049
C -3.096 -0.896 -5.322
C -1.779 -0.528 -5.614
C -0.910 -0.194 -4.608
C -1.329 -0.231 -3.272
O -0.490 0.093 -2.309
N -4.006 -1.251 -6.431
O -5.121 -1.616 -6.139
O -3.530 -1.263 -7.541
H -4.193 -0.725 -1.520
H -4.582 -1.191 -3.848
H -1.468 -0.514 -6.651
H 0.108 0.097 -4.830
C -0.735 -4.314 -0.714
C -0.425 -3.081 0.068
O -0.288 -1.992 -0.566
N -0.301 -3.171 1.375
C 0.043 -2.052 2.225
C -1.111 -1.124 2.467
C -1.913 -1.278 3.576
C -2.938 -0.372 3.814
C -3.101 0.692 2.940
C -2.273 0.781 1.849
N -1.306 -0.124 1.586
H -0.331 -4.213 -1.717
H -1.822 -4.412 -0.790
H -0.338 -5.211 -0.240
H -0.417 -4.080 1.797
H 0.871 -1.514 1.776
H 0.387 -2.455 3.171
H -1.720 -2.094 4.264
H -3.582 -0.484 4.679
H -3.861 1.447 3.097
H -2.382 1.588 1.141
C 4.084 0.742 -2.376
Si 2.238 0.585 -2.245
C 1.542 2.029 -3.150
C 2.048 -1.200 -2.698
N 1.401 0.818 -0.473
C 2.110 1.770 0.326
C 3.164 2.524 -0.199
C 3.858 3.438 0.560
C 3.508 3.636 1.889
C 2.460 2.911 2.433
C 1.775 1.999 1.650
O 0.700 1.268 2.099
C 0.513 1.079 3.479
C -0.559 1.691 4.090
C -0.792 1.444 5.439
C 0.052 0.604 6.153
C 1.149 0.021 5.524
C 1.386 0.260 4.176
H 4.264 0.325 -3.379
H 4.652 0.127 -1.672
H 4.489 1.757 -2.381
H 1.806 1.957 -4.212
H 2.058 2.917 -2.768
H 0.472 2.188 -3.061
H 2.195 -1.291 -3.782
H 1.125 -1.697 -2.437
H 2.884 -1.732 -2.231
H 3.457 2.409 -1.244
H 4.667 3.997 0.108
H 4.037 4.358 2.498
H 2.165 3.057 3.461
H -1.191 2.367 3.520
H -1.627 1.926 5.936
H -0.128 0.421 7.205
H 1.830 -0.607 6.089
H 2.256 -0.154 3.678
*
```


Entry 2:
Below is a structure of composition C30H32N5Ti, with properties calculated with ωB97M-V with the def2-TZVPD basis set.

Its LUMO energy (spin up / spin down) is -2.7 / -2.7 eV.

```
! wB97M-V def2-TZVPD RIJCOSX def2/J DEFGRID3
* xyz 1 1
Ti 1.088 -0.601 -0.398
C -0.978 -1.771 3.197
C -0.915 -2.578 1.908
C -1.054 -4.076 2.203
C 0.349 -2.359 1.107
C 0.394 -2.794 -0.237
C 1.661 -2.868 -0.923
C 2.811 -2.342 -0.365
C 4.144 -2.512 -1.038
C 2.676 -1.582 0.830
C 1.453 -1.675 1.597
H -1.964 -1.877 3.650
H -0.806 -0.708 3.026
H -0.245 -2.123 3.926
H -1.752 -2.280 1.268
H -0.218 -4.428 2.812
H -1.081 -4.670 1.290
H -1.975 -4.262 2.757
H -0.481 -3.236 -0.692
H 1.709 -3.354 -1.889
H 4.090 -2.300 -2.106
H 4.475 -3.545 -0.930
H 4.902 -1.871 -0.591
H 3.540 -1.092 1.257
H 1.415 -1.207 2.570
C 0.473 6.479 0.906
C 0.281 5.003 0.696
C -0.988 4.441 0.605
C -1.173 3.094 0.366
C -0.093 2.209 0.232
N -0.245 0.850 -0.001
C -1.549 0.307 -0.055
C -2.430 0.359 1.024
C -3.686 -0.218 0.963
C -4.113 -0.905 -0.171
C -5.451 -1.587 -0.218
C -3.245 -0.967 -1.254
C -2.002 -0.350 -1.208
N -1.199 -0.381 -2.386
C -1.596 -0.204 -3.658
C -0.491 -0.346 -4.470
C 0.561 -0.585 -3.586
N 0.134 -0.615 -2.328
C 1.183 2.789 0.305
C 1.358 4.152 0.517
N 2.374 2.014 0.091
C 3.625 2.343 0.469
C 4.514 1.607 -0.280
C 3.709 0.832 -1.114
N 2.420 1.060 -0.881
H -0.299 6.883 1.559
H 0.421 7.024 -0.038
H 1.440 6.695 1.359
H -1.860 5.077 0.707
H -2.180 2.712 0.283
H -2.115 0.878 1.921
H -4.346 -0.146 1.819
H -6.143 -1.149 0.500
H -5.357 -2.648 0.020
H -5.899 -1.512 -1.209
H -3.535 -1.501 -2.151
H -2.624 0.024 -3.883
H -0.451 -0.264 -5.541
H 1.608 -0.734 -3.792
H 2.359 4.564 0.511
H 3.789 3.096 1.220
H 5.588 1.635 -0.231
H 3.994 0.094 -1.846
*
```


Entry 3:
Below is a structure of composition C30H33ClIrN8O4S4, with properties calculated with ωB97M-V with the def2-TZVPD basis set.

Its LUMO energy (spin up / spin down) is -1.2 / -1.3 eV.

```
! wB97M-V def2-TZVPD RIJCOSX def2/J DEFGRID3
* xyz 0 2
Ir 0.210 2.435 -0.171
C 4.156 1.186 0.891
C 2.874 1.579 0.236
N 1.851 2.016 0.913
N 1.884 2.131 2.275
C 0.876 2.782 2.894
N 1.007 2.958 4.228
S -0.434 3.385 2.053
C 2.628 1.481 -1.208
C 3.569 1.112 -2.118
C 3.267 1.251 -3.522
C 2.018 1.494 -3.933
C 0.894 1.461 -2.938
N 1.376 1.900 -1.618
H 4.458 1.922 1.639
H 4.955 1.118 0.160
H 4.062 0.204 1.363
H 2.693 1.797 2.778
H 1.556 2.302 4.761
H 0.182 3.303 4.692
H 4.555 0.807 -1.804
H 4.073 1.160 -4.238
H 1.778 1.606 -4.984
H 0.576 0.408 -2.855
C -4.210 2.528 0.047
O -2.043 1.739 0.346
C -3.519 0.035 -0.106
C -4.179 -1.265 -0.276
H -5.271 2.537 -0.176
H -4.132 1.277 -1.218
H -4.067 3.407 0.671
H -5.220 -1.204 0.056
H -3.667 -2.051 0.272
H -4.189 -1.516 -1.344
S -2.544 0.327 2.362
C -2.824 -0.066 3.938
N -3.934 -0.622 4.460
C -4.138 -0.471 5.894
C -2.742 -0.441 6.505
S -1.685 0.304 5.219
H -4.725 -0.729 3.844
H -4.718 -1.308 6.278
H -4.674 0.459 6.106
H -2.364 -1.440 6.714
H -2.694 0.170 7.402
Cl -3.141 1.471 -0.414
C -2.527 1.704 -1.836
C -3.150 1.432 -3.012
C -2.460 1.325 -4.283
C -1.171 1.634 -4.431
C -0.385 2.281 -3.338
C -1.240 2.504 -2.115
C -1.141 3.766 -1.438
H -4.199 1.150 -2.910
H -3.015 0.906 -5.112
H -0.654 1.423 -5.360
H -0.023 3.256 -3.680
H -1.972 4.135 -0.853
H -0.562 4.518 -1.961
O 4.941 -6.082 1.310
S 5.414 -5.067 0.384
O 5.540 -3.735 0.952
O 6.499 -5.461 -0.485
C 3.964 -4.930 -0.719
N 3.851 -5.759 -1.760
C 2.764 -5.589 -2.505
C 1.808 -4.620 -2.241
C 2.012 -3.830 -1.123
N 3.086 -4.004 -0.360
C 1.144 -2.704 -0.691
C 0.054 -2.218 -1.403
C -0.501 -0.996 -1.036
N -0.089 -0.281 0.010
C 0.828 -0.860 0.790
C 1.480 -2.029 0.480
H 2.666 -6.256 -3.355
H 0.945 -4.500 -2.882
H -0.333 -2.734 -2.272
H -1.282 -0.566 -1.655
H 1.049 -0.335 1.714
H 2.272 -2.419 1.106
*
```


> Number 2 is which compound?

C30H32N5Ti